This record from OMol25 describes a 5-piece molecular cluster, C39H89N2O6P2 overall. The level of theory is ωB97M-V/def2-TZVPD.

The geometry in XYZ format:
```
138
Properties=species:S:1:pos:R:3:forces:R:3:mulliken_charge:R:1
C -1.620 0.173 -0.124 0.2795 0.4918 0.6265 -1.059
C -0.211 0.779 -0.294 0.1000 -0.0803 -0.3246 -0.543
C 0.414 0.658 -1.726 -0.5681 1.3836 0.1965 0.446
C -0.007 1.957 -2.500 0.7209 -0.9509 -0.1345 -1.858
C -0.083 -0.538 -2.553 0.4059 1.1082 -1.1294 0.480
C 0.503 -0.545 -3.985 0.5113 -0.0438 0.1642 -1.671
N -0.008 -1.614 -4.859 0.2080 -0.2919 0.1841 0.516
C 1.025 -2.202 -5.716 0.0271 0.2939 -0.4437 -1.082
C -0.826 -2.598 -4.147 0.7255 -0.1443 0.2777 -0.188
C -1.164 -3.836 -4.996 -0.6414 0.1238 -0.1633 -1.193
C -1.868 -3.447 -6.330 1.5371 -0.6711 0.0002 -1.061
O -3.120 -4.115 -6.490 -0.0569 0.8586 0.1413 -0.397
C -4.085 -3.124 -6.732 0.5055 -0.7409 3.1439 0.470
C -4.700 -2.547 -5.453 0.9357 -0.3121 -0.0565 -0.382
O -4.350 -2.783 -7.802 -0.8413 0.8395 -3.0095 -0.459
C -0.014 -3.029 -2.874 -1.3655 -1.4234 -1.1060 0.064
C -0.662 -4.244 -2.163 0.4243 1.1132 0.8941 -1.783
P -2.433 -4.067 -1.701 -1.5508 -1.5194 0.9441 1.091
O -3.318 -4.955 -2.433 -0.1366 -0.4859 -1.5255 -0.803
O -2.534 -4.512 -0.141 1.2022 0.8975 -0.6063 -0.444
O -2.960 -2.562 -1.733 1.1357 0.2428 0.2899 -0.400
N 0.156 -1.895 -1.905 -1.1556 -0.9217 0.1980 0.736
P 1.665 -1.966 -0.879 2.6722 1.4494 1.5041 0.511
C 2.564 -3.551 -1.117 -0.9281 -0.8715 -0.7573 -1.142
O 1.112 -2.049 0.688 -0.9211 -0.5790 -1.7346 -0.445
H -1.623 -0.879 0.197 -0.0685 0.1184 -0.3257 0.140
H -2.260 0.340 -0.996 0.1247 -0.2410 0.0897 0.287
H -2.106 0.717 0.696 0.0067 -0.2585 -0.0943 0.506
H -0.313 1.853 -0.102 0.1261 -0.1768 -0.0310 0.736
H 0.502 0.434 0.463 -0.3279 -0.2260 -0.0694 0.015
H 1.504 0.732 -1.660 -0.1467 -0.4931 0.0372 0.328
H -1.066 1.875 -2.766 0.1701 0.4502 -0.0744 0.260
H 0.217 2.843 -1.905 -0.3185 -0.1741 0.0657 0.665
H 0.636 2.035 -3.384 -0.5068 0.1847 -0.0797 0.453
H -1.163 -0.392 -2.670 0.0761 -0.5325 0.3667 -0.079
H 1.606 -0.575 -3.875 -0.2260 -0.2483 -0.0894 0.389
H 0.304 0.401 -4.498 -0.1235 -0.0352 0.4465 0.516
H 1.869 -1.515 -5.836 -0.2288 -0.0209 0.1306 0.454
H 0.619 -2.345 -6.725 0.1327 -0.2228 0.2051 0.319
H 1.437 -3.158 -5.356 -0.0554 0.1810 -0.0108 0.347
H -1.774 -2.109 -3.895 0.1793 -0.1185 0.2068 -0.131
H -1.874 -4.499 -4.482 0.0958 0.3253 0.1012 0.662
H -0.277 -4.456 -5.176 -0.0831 0.2279 -0.0827 0.502
H -1.919 -2.353 -6.426 -0.3367 -0.1937 0.0852 0.591
H -1.196 -3.784 -7.131 -0.3827 0.1358 -0.0760 0.261
H -4.034 -2.799 -4.617 -0.3603 -0.1742 -0.0612 -0.130
H -5.674 -3.021 -5.316 0.0511 0.2986 0.1323 0.389
H -4.738 -1.457 -5.517 -0.4320 -0.1977 -0.2101 0.270
H 0.940 -3.380 -3.286 0.1291 0.4612 0.4033 0.470
H -0.112 -4.438 -1.228 -0.1669 0.0232 -0.1741 0.676
H -0.565 -5.159 -2.751 -0.2138 0.2318 -0.0746 0.693
H -2.253 -5.445 -0.146 -0.3285 0.1179 0.3605 0.363
H -3.618 -2.447 -2.439 -0.0034 -0.1716 0.2583 0.336
H -0.638 -1.993 -1.253 0.0963 0.2218 -0.0808 -0.191
H 3.085 -3.501 -2.084 -0.1460 0.0849 0.1674 0.425
H 3.345 -3.673 -0.359 -0.2939 0.5395 0.1173 0.432
H 1.969 -4.474 -1.107 0.1609 0.1578 0.0382 0.278
H 0.334 -2.634 0.737 0.3137 -0.0257 0.6662 0.324
C 3.499 1.278 1.710 0.0394 -0.0611 -0.1676 -1.202
C 4.106 -0.114 1.850 -0.0819 0.0762 0.0681 0.686
C 4.151 -0.613 3.293 0.0420 -0.1170 -0.0099 -1.105
C 5.013 0.224 4.238 -0.0077 0.0700 -0.0306 0.259
C 6.476 0.374 3.823 0.0012 -0.1161 0.1042 -0.457
C 7.229 -0.951 3.774 0.0569 0.1111 -0.0865 -1.263
H 4.087 2.030 2.239 -0.0376 0.0058 0.0069 0.408
H 3.459 1.573 0.658 -0.0147 0.0540 0.0314 0.306
H 2.480 1.300 2.105 0.0285 0.0289 0.0566 0.225
H 5.107 -0.125 1.410 0.0038 -0.0128 0.0284 0.340
H 3.505 -0.814 1.261 0.0149 -0.0579 -0.0284 -0.644
H 4.503 -1.649 3.296 0.0089 0.0116 0.0220 0.403
H 3.130 -0.643 3.690 -0.0019 0.0106 -0.0237 0.405
H 4.972 -0.230 5.234 0.0082 0.0144 -0.0058 0.397
H 4.575 1.219 4.345 -0.0483 -0.0381 -0.0050 -0.447
H 6.972 1.030 4.544 -0.0289 0.0381 -0.0388 0.406
H 6.549 0.874 2.853 -0.0210 0.0228 0.0153 0.302
H 7.205 -1.449 4.746 -0.0207 -0.0247 -0.0266 0.301
H 8.274 -0.785 3.508 -0.0036 -0.0621 0.0199 0.405
H 6.806 -1.630 3.031 0.0072 -0.0226 0.0273 0.270
C -5.971 -3.006 5.575 0.0179 -0.1312 -0.0545 -1.238
C -4.708 -3.110 4.726 0.0000 0.0841 0.1112 -0.367
C -4.260 -1.771 4.141 0.0598 -0.0450 -0.0594 -0.566
C -5.256 -1.117 3.181 -0.0639 -0.0072 0.0534 -0.792
C -5.647 -1.970 1.974 0.0808 0.1452 -0.0315 -0.698
C -4.469 -2.298 1.063 -0.1960 -0.0258 0.0656 -0.616
H -6.826 -2.666 4.989 -0.0013 0.0145 0.0303 0.290
H -6.227 -3.980 5.995 -0.0359 0.0443 0.0245 0.386
H -5.825 -2.311 6.404 -0.0290 0.0187 -0.0265 0.298
H -4.861 -3.843 3.928 0.0184 0.0204 -0.0179 0.215
H -3.900 -3.502 5.349 0.0038 -0.0173 -0.0484 0.385
H -3.301 -1.913 3.632 -0.0025 0.0260 -0.0065 0.201
H -4.063 -1.074 4.961 -0.0035 -0.0197 0.0002 0.419
H -4.826 -0.175 2.825 -0.0209 -0.0049 -0.0155 0.335
H -6.163 -0.844 3.726 0.0254 0.0044 0.0103 0.366
H -6.396 -1.423 1.394 -0.0283 -0.0384 0.0318 0.369
H -6.129 -2.895 2.299 0.0037 0.0169 0.0206 0.337
H -3.999 -1.383 0.693 0.0004 -0.0007 0.0208 0.086
H -4.806 -2.876 0.202 0.0414 -0.0140 0.0108 0.300
H -3.712 -2.890 1.580 0.0077 0.0077 -0.0215 0.239
C 2.816 2.609 6.639 -0.0031 0.1306 -0.0967 -1.252
C 4.248 3.123 6.536 -0.0456 -0.1246 0.0338 -0.376
C 5.210 2.429 7.500 0.0983 0.0637 -0.0399 -0.330
C 4.894 2.621 8.984 -0.1108 -0.0177 0.0090 -0.891
C 4.841 4.075 9.452 0.1344 -0.0493 0.0486 -0.409
C 6.170 4.808 9.297 -0.1203 0.0873 -0.0038 -1.176
H 2.391 2.792 7.627 -0.0037 -0.0376 -0.0077 0.399
H 2.178 3.110 5.908 -0.0367 -0.0404 0.0281 0.368
H 2.774 1.534 6.441 -0.0027 -0.0034 0.0494 0.238
H 4.262 4.205 6.693 0.0316 -0.0114 0.0237 0.416
H 4.604 2.959 5.515 0.0433 0.0925 0.0211 0.226
H 6.226 2.780 7.294 -0.0003 -0.0113 0.0263 0.409
H 5.215 1.355 7.284 -0.0133 0.0109 -0.0189 0.115
H 5.649 2.087 9.569 -0.0058 0.0206 0.0033 0.399
H 3.939 2.141 9.219 0.0148 -0.0165 -0.0150 0.344
H 4.558 4.087 10.508 -0.0481 0.0042 -0.0292 0.379
H 4.056 4.620 8.919 -0.0134 -0.0311 -0.0005 0.230
H 6.960 4.304 9.856 0.0108 -0.0027 -0.0405 0.293
H 6.088 5.828 9.676 0.0622 -0.0099 -0.0094 0.380
H 6.477 4.871 8.251 0.0289 -0.0072 0.0181 0.275
C -2.498 6.901 -6.960 -0.0736 -0.0687 -0.0966 -1.193
C -3.441 5.836 -6.410 0.0491 0.1194 0.0691 -0.452
C -2.994 5.269 -5.062 -0.0922 -0.0917 -0.0188 -0.828
C -1.646 4.545 -5.080 0.0745 0.0816 -0.0277 -0.283
C -1.547 3.374 -6.056 0.0132 -0.0432 0.1903 -0.450
C -2.524 2.246 -5.745 0.0417 -0.0632 -0.2017 -0.946
H -1.501 6.499 -7.152 0.0053 0.0335 0.0092 0.290
H -2.880 7.296 -7.902 0.0486 0.0327 0.0190 0.383
H -2.403 7.734 -6.261 0.0385 -0.0176 -0.0015 0.294
H -3.556 5.032 -7.143 -0.0120 -0.0150 0.0259 0.234
H -4.432 6.279 -6.285 -0.0050 -0.0583 -0.0132 0.392
H -3.769 4.590 -4.692 0.0200 -0.0012 0.0193 0.314
H -2.939 6.084 -4.335 0.0004 -0.0013 -0.0174 0.428
H -1.437 4.182 -4.067 0.0110 -0.0108 -0.0103 -0.035
H -0.852 5.261 -5.310 -0.0155 0.0057 0.0158 0.391
H -0.528 2.974 -6.015 0.0120 0.0423 -0.0569 0.306
H -1.699 3.717 -7.082 0.0073 0.0127 0.0148 0.394
H -2.360 1.858 -4.734 -0.0549 0.0253 0.0190 0.034
H -2.387 1.422 -6.449 -0.0539 -0.0319 0.0456 0.344
H -3.560 2.576 -5.822 0.0041 -0.0220 0.0439 0.443
```
Positions in Å, forces in eV/Å.

Values from the calculation:
Net charge: +1
Max |F|, Eh/bohr: 0.0660
Kohn-Sham gap, eV: 9.32
Total energy, Eh: -2782.87765
HOMO energy, Eh: -0.4400